(1)
# C30H40AsCl3N3O2P2RuS5

A structure of composition C30H40AsCl3N3O2P2RuS5 (wB97M-V/def2-TZVPD, the Open Molecules 2025 dataset).

Calculated values
Frontier orbital gap (alpha / beta) (eV): 4.99 / 5.10
Energy relative to the best compared isomer or geometry (same formula, charge and spin) (kJ/mol): 185.0
LUMO level (alpha / beta) (eV): 3.731 / 3.729
Expectation value of S²: 0.783
Maximum force (eV/Å): 3.36
DFT total energy (Eh): -7867.0068

Geometry as ORCA input:
```
! wB97M-V def2-TZVPD RIJCOSX def2/J DEFGRID3
* xyz -2 2
Ru -0.114 -0.316 0.311
S -0.427 2.069 4.177
As -0.720 0.168 3.318
S -1.995 0.245 1.500
S 1.181 -0.531 2.305
S -1.428 -1.304 4.655
C -0.686 -3.369 1.944
P -0.124 -2.527 0.446
C 1.474 -3.331 0.102
C -1.243 -3.301 -0.770
C -1.059 -2.652 -2.122
P -1.089 -0.742 -2.041
C -1.193 -0.629 -3.906
C -2.923 -0.645 -1.772
H -0.855 -4.428 1.718
H -1.609 -2.908 2.293
H 0.038 -3.262 2.747
H 1.366 -4.413 0.207
H 2.210 -2.959 0.816
H 1.809 -3.085 -0.906
H -2.252 -3.132 -0.381
H -1.070 -4.382 -0.803
H -1.845 -2.966 -2.814
H -0.099 -2.929 -2.565
H -1.532 -1.574 -4.332
H -0.230 -0.372 -4.337
H -1.911 0.147 -4.167
H -3.436 -1.262 -2.513
H -3.269 0.385 -1.872
H -3.184 -0.983 -0.768
C -0.486 5.448 -1.349
N 0.183 4.321 -0.733
C -0.221 3.453 0.219
S 0.866 2.263 0.750
N -1.418 3.518 0.821
C -2.667 4.073 0.331
H 0.241 5.938 -1.996
H -0.807 6.177 -0.604
H -1.336 5.154 -1.967
H 1.046 4.013 -1.153
H -1.545 2.698 1.422
H -2.556 5.085 -0.044
H -3.358 4.100 1.172
H -3.110 3.450 -0.452
Cl 6.781 -1.199 0.263
C 5.751 0.177 0.628
C 5.260 0.293 1.914
C 4.457 1.370 2.240
C 4.179 2.319 1.272
C 4.648 2.164 -0.017
Cl 4.236 3.399 -1.179
C 5.445 1.081 -0.396
N 6.000 0.923 -1.668
C 5.239 1.027 -2.888
C 5.681 1.947 -3.834
C 5.059 2.052 -5.064
C 3.987 1.215 -5.358
C 3.564 0.281 -4.430
C 4.178 0.166 -3.178
C 3.685 -0.881 -2.208
C 2.201 -0.678 -1.845
O 1.389 -1.013 -2.727
O 1.947 -0.212 -0.711
H 5.492 -0.473 2.641
H 4.018 1.458 3.224
H 3.561 3.173 1.502
H 6.627 0.133 -1.697
H 6.512 2.587 -3.569
H 5.405 2.781 -5.788
H 3.482 1.289 -6.314
H 2.727 -0.373 -4.642
H 4.296 -0.913 -1.313
H 3.721 -1.858 -2.696
Cl -1.750 4.780 -6.947
C -1.474 3.786 -5.522
C -2.513 3.549 -4.641
C -2.282 2.774 -3.512
C -1.025 2.214 -3.239
C -0.762 1.409 -2.045
C -0.001 2.476 -4.166
C -0.213 3.253 -5.291
H -3.489 3.977 -4.829
H -3.097 2.594 -2.819
H -1.411 1.692 -1.215
H 0.280 1.474 -1.750
H 0.983 2.053 -3.986
H 0.595 3.455 -5.982
*
```

=====

(2)
# C3H6BN

An isolated molecule of C3H6BN (wB97M-V/def2-TZVPD, the Open Molecules 2025 dataset).

Calculated values
Frontier orbital gap (alpha / beta) (eV): 6.97 / 9.30
Energy relative to the best compared isomer or geometry (same formula, charge and spin) (kJ/mol): 0.0
LUMO level (alpha / beta) (eV): 0.718 / -1.620
Expectation value of S²: 2.016
Maximum force (eV/Å): 4.79
DFT total energy (Eh): -197.2944

Geometry as ORCA input:
```
! wB97M-V def2-TZVPD RIJCOSX def2/J DEFGRID3
* xyz 0 3
B 0.513 -0.243 0.741
C -0.919 0.389 -1.248
C -0.672 -0.710 -0.214
C 1.072 1.088 0.378
N -0.235 1.407 -1.238
H 0.755 -0.882 1.737
H -1.757 0.020 -1.899
H -0.863 -1.828 -0.618
H -1.460 -0.539 0.686
H 0.859 2.006 1.062
H 1.850 1.281 -0.343
*
```

=====

(3)
# C5H6F2SSi

An isolated molecule of C5H6F2SSi (wB97M-V/def2-TZVPD, the Open Molecules 2025 dataset).

Calculated values
Frontier orbital gap (eV): 7.39
Energy relative to the best compared isomer or geometry (same formula, charge and spin) (kJ/mol): 434.8
LUMO level (eV): -0.057
Maximum force (eV/Å): 3.78
SMILES string: CS/C=C\C=C=[Si](F)F
DFT total energy (Eh): -1081.4849

Geometry as ORCA input:
```
! wB97M-V def2-TZVPD RIJCOSX def2/J DEFGRID3
* xyz 0 1
C 0.103 -2.083 -0.108
S -0.743 -0.668 -0.818
C 0.337 0.742 -0.642
C -0.264 1.946 -0.425
C -1.661 2.067 -0.160
C -2.565 1.084 -0.353
Si -3.835 0.039 0.160
F -5.140 -0.435 -0.638
F -3.855 -1.064 1.282
H 0.954 -1.675 0.430
H -0.462 -2.650 0.648
H 0.597 -3.009 -0.731
H 1.471 0.685 -0.769
H 0.443 2.788 -0.374
H -1.991 3.042 0.342
*
```

=====

(4)
# C16H48O8

A cluster of 8 separate species, C16H48O8 in total (wB97M-V/def2-TZVPD, the Open Molecules 2025 dataset).

Calculated values
Frontier orbital gap (eV): 10.47
Energy relative to the best compared isomer or geometry (same formula, charge and spin) (kJ/mol): 355.2
LUMO level (eV): 0.350
Maximum force (eV/Å): 2.47
SMILES string: CCO.CCO.CCO.CCO.CCO.CCO.CCO.CCO
DFT total energy (Eh): -1240.1728

Geometry as ORCA input:
```
! wB97M-V def2-TZVPD RIJCOSX def2/J DEFGRID3
* xyz 0 1
C -4.964 17.526 -31.715
C -4.565 16.334 -32.460
O -4.792 16.569 -33.813
H -4.181 18.277 -31.815
H -4.951 17.347 -30.640
H -5.966 17.894 -31.938
H -5.190 15.482 -32.190
H -3.536 16.050 -32.242
H -4.278 17.321 -34.115
C -1.499 11.758 -28.272
C -2.916 11.413 -28.733
O -3.757 12.546 -28.467
H -1.471 11.951 -27.199
H -1.076 12.635 -28.763
H -0.748 10.978 -28.394
H -3.315 10.489 -28.315
H -2.784 11.347 -29.813
H -4.481 12.610 -29.094
C 1.540 18.602 -19.300
C 2.801 19.224 -18.735
O 2.728 20.648 -18.964
H 1.452 18.670 -20.384
H 0.612 19.061 -18.961
H 1.528 17.533 -19.085
H 3.736 18.884 -19.179
H 2.749 19.063 -17.659
H 3.372 20.879 -19.637
C -5.567 21.757 -15.949
C -5.965 22.010 -17.404
O -7.328 21.754 -17.517
H -4.514 21.989 -15.795
H -5.767 20.725 -15.660
H -6.112 22.380 -15.240
H -5.491 21.380 -18.157
H -5.747 23.037 -17.697
H -7.608 21.849 -18.430
C -9.462 16.433 -18.597
C -9.377 14.946 -18.982
O -10.645 14.662 -19.449
H -10.300 16.598 -17.920
H -9.545 17.079 -19.470
H -8.535 16.739 -18.111
H -9.164 14.365 -18.084
H -8.562 14.746 -19.677
H -10.613 13.714 -19.598
C -4.842 17.484 -22.807
C -5.149 16.568 -23.954
O -4.111 15.616 -24.140
H -4.745 16.929 -21.874
H -5.586 18.275 -22.713
H -3.866 17.957 -22.914
H -5.109 17.202 -24.839
H -6.124 16.093 -23.844
H -4.301 15.174 -24.971
C -0.572 11.773 -19.442
C -1.600 12.474 -20.328
O -0.843 13.031 -21.432
H -1.146 11.366 -18.609
H 0.163 12.481 -19.060
H -0.107 10.899 -19.899
H -2.137 13.249 -19.781
H -2.334 11.739 -20.659
H -1.564 13.348 -21.981
C -9.577 14.490 -28.960
C -9.852 13.521 -30.095
O -8.650 12.895 -30.427
H -8.903 15.277 -29.299
H -9.083 14.008 -28.116
H -10.549 14.917 -28.713
H -10.304 14.009 -30.959
H -10.592 12.759 -29.853
H -8.844 12.179 -31.037
*
```